Record 1
# C7H12

2 unconnected molecules or ions with the total composition C7H12 (wB97M-V/def2-TZVPD, the OMol25 dataset).

Each atom is followed by the atoms it is bonded to, with distances in Å.
Cartesian coordinates (Å):
1 C 2.47503 -0.76558 -0.18997  H2 1.087, H8 1.087, C16 1.494, C17 1.498
2 H 2.70895 -1.15164 -1.17843  C1 1.087
3 H 0.20845 -0.08909 -2.11245  C4 1.092
4 C 0.09076 0.25940 -1.08434  H3 1.092, C5 1.482, C16 1.550, H19 1.098
5 C -0.43450 -0.71801 -0.10124  C4 1.482, C6 1.482, C16 1.802
6 C 0.15152 -0.05709 1.08876  C5 1.482, H9 1.098, H11 1.092, C16 1.550
7 H 2.85351 1.08832 0.99752  C17 1.087
8 H 2.75792 -1.41879 0.63115  C1 1.087
9 H -0.11563 0.97404 1.35482  C6 1.098
10 H -2.63022 -0.85347 -0.05993  C15 1.097
11 H 0.32226 -0.68369 1.96653  C6 1.092
12 H -4.25927 -0.40048 -0.62440  C15 1.092
13 H 2.80377 1.35454 -0.81321  C17 1.087
14 H -3.85963 -0.29578 1.11073  C15 1.092
15 C -3.47330 -0.16894 0.09720  H10 1.097, H12 1.092, H14 1.092, H18 1.094
16 C 1.21021 0.01627 -0.04070  C1 1.494, C4 1.550, C5 1.802, C6 1.550, C17 1.506
17 C 2.54187 0.71558 0.02569  C1 1.498, H7 1.087, H13 1.087, C16 1.506
18 H -3.16814 0.87324 -0.03689  C15 1.094
19 H -0.18357 1.32117 -1.03085  C4 1.098

E_tot   -7448.313 eV
ΔE to the lowest compared entry with this formula, charge and spin   118.0 kcal/mol
LUMO level   0.9 eV

---

Record 2
# C7H12

2 unconnected molecules or ions with the total composition C7H12 (wB97M-V/def2-TZVPD, the OMol25 dataset).

Each atom is followed by the atoms it is bonded to, with distances in Å.
Cartesian coordinates (Å):
1 C 0.25705 0.38997 -0.81347  C5 1.526, C10 1.548, H13 1.100, C18 1.523
2 H -1.96191 -0.16497 -0.96801  C10 1.092
3 H -1.29348 -2.67577 -0.65181  C15 1.094
4 H 0.81741 -2.46867 1.07231  C6 1.085
5 C 0.80395 -0.28051 0.44411  C1 1.526, C6 1.525, C7 1.503, H14 1.085
6 C 0.32095 -1.72745 0.45419  H4 1.085, C5 1.525, C7 1.501, C15 1.520
7 C -0.57927 -0.62203 0.92233  C5 1.503, C6 1.501, H8 1.083, C10 1.573
8 H -1.09064 -0.45029 1.86163  C7 1.083
9 H -0.65061 2.05207 0.24989  C18 1.098
10 C -0.99242 -0.49626 -0.59010  C1 1.548, H2 1.092, C7 1.573, C15 1.544
11 H 1.37964 2.06335 2.45179  H16 0.742
12 H -0.67366 2.20539 -1.51340  C18 1.096
13 H 0.80660 0.21205 -1.74927  C1 1.100
14 H 1.66272 0.00622 1.04200  C5 1.085
15 C -0.49688 -1.94215 -0.80861  H3 1.094, C6 1.520, C10 1.544, H19 1.098
16 H 1.05349 1.94064 1.79658  H11 0.742
17 H 0.82785 2.49953 -0.62045  C18 1.096
18 C -0.06878 1.87010 -0.66274  C1 1.523, H9 1.098, H12 1.096, H17 1.096
19 H 0.03072 -2.15629 -1.74709  C15 1.098

SMILES   C[C@@H]1[C@H]2C[C@@H]3[C@H]2[C@H]13.[H][H]
E_tot   -7450.246 eV
ΔE to the lowest compared entry with this formula, charge and spin   73.5 kcal/mol
LUMO level   1.3 eV

---

Record 3
# C7H12

C7H12 in the gas phase at a distorted geometry (wB97M-V/def2-TZVPD, the OMol25 dataset).

Each atom is followed by the atoms it is bonded to, with distances in Å.
Cartesian coordinates (Å):
1 C 0.47077 -0.22290 2.34189  H2 1.115, C6 1.343, H16 1.089
2 H 1.53307 -0.33499 2.66287  C1 1.115
3 H 0.97451 2.01252 -0.16994  C10 1.139
4 H 2.27752 1.31866 0.72395  C10 1.115
5 H 1.11033 2.59287 1.37582  C10 1.082
6 C 0.22965 0.51451 1.24594  C1 1.343, C10 1.544, C11 1.511
7 H -1.32192 1.70236 0.53937  C11 1.110
8 H -1.97073 0.33107 1.30446  C11 1.093
9 C -1.30766 -0.33431 -0.56189  C11 1.535, H13 1.091, C18 1.329
10 C 1.22103 1.63876 0.87758  H3 1.139, H4 1.115, H5 1.082, C6 1.544
11 C -1.15003 0.61001 0.63788  C6 1.511, H7 1.110, H8 1.093, C9 1.535
12 C 0.02989 -1.73338 -2.29939  H15 1.153, H17 1.076, C18 1.510, H19 1.099
13 H -2.37850 -0.47800 -0.71307  C9 1.091
14 H 0.53979 0.19534 -1.64575  C18 1.164
15 H -0.48712 -2.73923 -2.07603  C12 1.153
16 H -0.31558 -0.86730 2.73240  C1 1.089
17 H 1.05694 -2.01762 -2.14878  C12 1.076
18 C -0.34099 -0.54055 -1.45052  C9 1.329, C12 1.510, H14 1.164
19 H -0.17098 -1.64782 -3.37678  C12 1.099

SMILES   C=C(C)C/C=C/C
E_tot   -7450.584 eV
ΔE to the lowest compared entry with this formula, charge and spin   65.7 kcal/mol
LUMO level   1.0 eV

---

> LUMO level of number 3 (C7H12)?

1.0 eV

---

> Which of these has the lowest LUMO level?

number 1

---

> What is the formula in the first record?

C7H12